1.
108
Properties=species:S:1:pos:R:3:forces:R:3:mulliken_charge:R:1 method="wB97M-V/def2-TZVPD" spin_multiplicity=1 lumo_ev=3.87 orbital_gap_ha=0.27608 energy_ev=-490803.0078 charge=-3
C 3.5285 18.1993 -20.9767 -0.5 -0.7 -1.0 -0.46
C 4.1283 18.8774 -22.1946 -0.4 1.8 1.2 -0.91
N 5.6188 18.8711 -22.3939 0.2 -0.7 -0.4 0.68
C 5.9051 19.8110 -23.4987 0.8 0.7 0.2 -1.13
C 6.3848 19.2867 -21.1567 0.2 0.0 0.9 0.03
C 5.8489 20.5118 -20.4256 0.4 0.2 -0.7 -1.33
C 6.0408 17.4643 -22.8109 -0.2 0.5 -0.4 -0.28
C 7.3392 17.3746 -23.5583 0.7 -0.3 -0.6 -1.03
O 8.4499 17.8611 -22.8461 -0.2 -0.2 0.1 -0.20
C 9.6566 17.5829 -23.5243 -0.3 -0.3 -0.1 -0.87
H 3.8482 18.6013 -20.0234 0.2 -0.1 0.0 -0.33
H 3.5826 17.1111 -21.0188 0.2 0.0 0.3 0.35
H 2.4681 18.4386 -21.0961 0.0 -0.1 0.4 0.32
H 3.9121 19.9389 -22.0237 0.1 0.0 -0.2 0.47
H 3.6203 18.6649 -23.1336 0.3 -0.6 -0.1 0.53
H 6.9718 19.8052 -23.7118 0.0 -0.4 -0.2 0.37
H 5.7560 20.8421 -23.1828 -0.7 -0.1 0.1 0.37
H 5.3071 19.5609 -24.3691 0.0 0.0 0.0 0.36
H 7.4144 19.4365 -21.4714 -0.1 0.0 -0.2 0.44
H 6.4235 18.4317 -20.4787 -0.2 -0.1 -0.2 0.25
H 5.7021 21.3409 -21.1241 -0.3 0.0 0.1 0.22
H 6.6344 20.8781 -19.7661 -0.1 -0.2 0.2 0.44
H 4.9575 20.3145 -19.8420 -0.1 0.2 0.0 0.27
H 5.2820 17.1645 -23.5364 -0.1 -0.3 0.2 0.39
H 6.0281 16.8251 -21.9385 -0.1 -0.2 0.3 0.18
H 7.2959 17.8682 -24.5434 -0.2 0.2 0.1 0.42
H 7.4937 16.3215 -23.8290 -0.1 -0.1 0.4 0.54
H 9.6934 16.5544 -23.9048 -0.2 0.0 0.1 0.33
H 10.4554 17.6662 -22.7934 0.1 0.4 -0.2 0.25
H 9.7259 18.2453 -24.3961 0.5 0.1 0.1 0.32
C 0.4002 14.2141 -11.0386 0.5 -1.5 1.3 -1.43
C -0.7745 13.8131 -11.9052 0.4 1.0 -0.6 0.36
C -0.9834 14.8304 -13.0168 -0.2 -0.4 -0.5 -0.80
O 0.1763 14.7569 -13.7626 0.0 -0.1 -0.1 0.33
C 0.2353 15.5929 -14.8963 1.7 0.7 -0.8 -1.42
N -0.4599 12.4586 -12.5015 -1.0 0.0 0.2 -0.11
H -0.0426 11.9170 -11.7469 0.2 -0.3 -0.3 0.35
H -1.3342 12.0208 -12.7854 0.1 -0.2 0.0 0.42
H 0.1631 12.4430 -13.3324 0.9 0.6 0.0 0.22
H 1.3436 14.4238 -11.5407 -0.4 0.6 -0.5 0.20
H 0.7074 13.3196 -10.4642 -0.2 0.2 0.2 0.50
H 0.1307 14.9305 -10.2673 0.0 0.4 -0.3 0.39
H -1.7137 13.7192 -11.3603 0.1 -0.2 0.3 0.35
H -1.1891 15.8104 -12.5645 0.2 0.0 0.0 0.37
H -1.8417 14.5892 -13.6694 -0.1 0.0 0.2 0.37
H -0.6665 15.7001 -15.4957 -0.2 -0.1 0.4 0.42
H 1.0307 15.2365 -15.5574 -0.4 -0.7 0.0 0.33
H 0.7079 16.5490 -14.6415 -1.0 0.3 0.3 0.35
C 3.0405 16.8910 -12.6885 -0.7 0.7 -1.0 -0.95
C 3.8538 17.6148 -13.7692 0.2 -0.3 1.4 0.11
C 3.6924 17.0404 -15.1723 0.4 0.0 -0.2 -0.30
O 4.3798 17.9669 -15.9959 -0.1 0.3 -0.1 -0.55
C 4.1623 17.9926 -17.3993 0.0 -1.3 0.0 -0.57
N 3.5039 19.0891 -13.8702 -1.0 -0.4 0.2 0.25
H 2.5275 19.3638 -13.7292 -0.1 -0.7 0.1 0.37
H 3.9706 19.6207 -13.1294 0.7 0.2 -0.4 0.17
H 3.6649 19.3109 -14.8678 0.8 0.7 0.3 0.20
H 2.0705 16.7475 -13.1840 -0.1 -0.4 0.7 0.04
H 2.9075 17.5114 -11.8013 0.2 0.0 0.0 0.45
H 3.5010 15.9528 -12.3926 0.0 -0.1 -0.2 0.24
H 4.8685 17.6084 -13.3714 0.3 0.0 -0.7 0.27
H 2.6270 16.9592 -15.4249 0.0 0.4 -0.2 -0.17
H 4.0959 16.0349 -15.2943 0.2 0.0 0.4 0.70
H 3.1749 17.6177 -17.7012 -0.2 0.6 0.4 0.31
H 4.8264 17.2686 -17.8944 0.3 0.3 0.1 0.36
H 4.3481 19.0218 -17.6916 -0.1 0.0 -0.3 0.12
As 6.6884 14.3130 -19.9174 -0.1 0.5 -0.1 2.04
F 5.6565 14.6844 -18.6025 0.1 0.1 0.2 -0.49
F 6.1710 12.6711 -19.9031 0.3 -0.2 -0.1 -0.50
F 7.7811 14.0334 -21.2580 -0.3 -0.2 -0.4 -0.54
F 7.1417 16.0213 -20.0727 -0.1 0.0 0.1 -0.51
F 8.0261 14.0194 -18.8740 0.0 0.0 0.2 -0.50
F 5.3541 14.6639 -21.0120 0.2 0.1 -0.4 -0.51
As 4.5278 20.8422 -10.3861 0.0 0.4 0.6 2.02
F 5.2802 19.7560 -11.5107 0.1 0.0 -0.3 -0.52
F 3.0993 20.8302 -11.4041 -0.1 -0.2 -0.2 -0.53
F 3.6864 21.9123 -9.2900 0.0 0.0 0.0 -0.53
F 5.9343 20.8999 -9.3788 0.1 -0.1 0.0 -0.50
F 5.1257 22.2244 -11.2388 0.0 0.0 -0.3 -0.51
F 3.9362 19.4801 -9.5033 -0.2 -0.1 0.0 -0.47
As 3.0446 22.1089 -16.4675 -0.1 0.5 -0.7 2.12
F 1.7058 22.4233 -15.4220 -0.1 0.1 0.1 -0.52
F 1.9666 22.1108 -17.8305 0.1 -0.1 -0.2 -0.51
F 4.4265 21.7849 -17.4961 -0.1 -0.2 -0.2 -0.50
F 4.0900 22.1174 -15.1040 0.2 -0.1 0.2 -0.49
F 2.7843 20.3933 -16.3347 0.0 -0.2 0.3 -0.66
F 3.3083 23.8040 -16.7653 0.0 0.1 0.3 -0.53
As 6.8617 15.6687 -10.9055 -0.2 0.4 -0.4 2.05
F 7.9498 17.0142 -11.0091 0.3 0.0 -0.1 -0.52
F 8.0397 14.6426 -11.6566 0.2 -0.2 0.2 -0.52
F 5.7319 14.3572 -10.8042 0.0 -0.2 0.2 -0.49
F 5.6923 16.7299 -10.1963 -0.3 0.0 0.1 -0.47
F 6.2418 16.0222 -12.4998 -0.1 0.2 0.0 -0.50
F 7.4767 15.2904 -9.3217 0.1 -0.2 0.1 -0.54
As 3.3417 12.3482 -13.9790 1.2 0.4 -0.5 2.12
F 5.0270 12.3494 -13.6858 0.0 -0.2 0.2 -0.48
F 2.9915 12.9765 -12.3940 -0.4 0.0 0.0 -0.48
F 1.6048 12.3754 -14.3409 -0.8 -0.2 0.3 -0.68
F 3.5620 11.6742 -15.5486 0.0 -0.1 -0.1 -0.51
F 3.1936 10.7382 -13.3246 -0.4 -0.1 0.1 -0.56
F 3.4631 13.9584 -14.6190 -0.4 -0.2 0.2 -0.49
As -0.1248 16.9336 -18.8009 -0.5 -0.6 0.2 2.02
F -0.3669 15.9998 -20.2467 0.0 -0.2 -0.2 -0.53
F -1.7626 17.4997 -18.9764 0.0 0.4 0.1 -0.53
F 0.1365 17.8812 -17.3780 -0.1 0.1 0.1 -0.47
F 1.4313 16.2017 -18.6266 0.3 0.3 -0.1 -0.47
F 0.4622 18.2508 -19.7610 0.2 0.1 -0.2 -0.50
F -0.7725 15.6475 -17.8044 -0.1 -0.1 -0.1 -0.54

***

2.
73
Properties=species:S:1:pos:R:3:forces:R:3:mulliken_charge:R:1 method="wB97M-V/def2-TZVPD" spin_multiplicity=1 smiles="O=P(O)(O)B(Br)P(O)O.CCOCC.CCOCC.CCOCC.CCOCC" lumo_ev=-1.22 orbital_gap_ha=0.27237 energy_ev=-125031.1550
O -0.7294 7.6992 -2.4176 0.0 0.1 0.1 -0.64
P -0.9251 6.5918 -1.4691 0.3 0.5 -0.9 0.76
O -1.5175 7.1080 -0.0657 0.2 -0.2 0.3 -0.55
O -1.9910 5.4925 -1.8914 0.0 -0.1 0.4 -0.40
B 0.7807 5.7329 -1.2028 -0.4 -0.4 0.1 0.62
Br 1.7977 5.4037 -2.7429 0.0 0.0 -0.1 -0.16
P 1.6285 5.1779 0.4783 1.2 -0.5 0.1 -0.03
O 1.7807 6.6486 1.2240 -0.3 0.0 -0.3 -0.47
O 0.3882 4.4589 1.2861 -0.4 0.4 -0.2 -0.31
H -1.2234 8.0191 0.0498 -0.3 0.2 0.0 0.34
H -2.8128 5.5840 -1.3895 -0.1 -0.1 0.0 0.24
H 1.0788 7.2531 0.9595 0.0 0.2 0.3 0.29
H 0.4294 4.7327 2.2099 -0.1 -0.2 0.1 0.28
C 1.6694 0.6288 0.8154 -0.1 0.1 0.0 -0.78
C 2.7158 -0.0380 1.6880 0.1 -0.1 -0.1 -0.24
O 2.6319 0.2926 3.0665 0.0 0.0 0.0 -0.48
C 1.4058 -0.0449 3.6882 -0.1 0.0 0.0 -0.36
C 1.0704 -1.5236 3.5953 0.0 -0.1 0.0 -0.75
H 1.7319 1.7140 0.9027 0.0 0.0 0.0 0.19
H 1.8251 0.3448 -0.2260 0.1 0.0 0.0 0.33
H 0.6553 0.3330 1.0910 0.0 0.0 0.0 0.25
H 3.7103 0.2789 1.3748 0.0 0.0 0.1 0.35
H 2.6801 -1.1262 1.5587 0.0 0.0 0.0 0.18
H 0.5865 0.5559 3.2764 0.0 0.0 0.0 0.22
H 1.5175 0.2488 4.7321 0.1 0.0 0.0 0.37
H 0.9521 -1.8393 2.5586 -0.1 0.0 0.0 0.01
H 0.1391 -1.7405 4.1201 0.0 0.0 0.0 0.44
H 1.8669 -2.1254 4.0357 0.0 0.0 0.0 0.28
C -5.3779 3.4846 -1.2473 0.0 0.0 0.1 -1.13
C -4.1504 2.9760 -0.5078 0.0 0.0 -0.1 -0.41
O -4.0376 3.4512 0.8204 0.1 0.1 0.0 -0.36
C -5.0965 3.1137 1.6981 -0.1 0.0 0.0 -0.36
C -5.2996 1.6196 1.8814 0.1 0.0 -0.1 -1.02
H -5.3971 4.5762 -1.2603 0.0 0.0 0.0 0.30
H -5.3675 3.1254 -2.2763 0.0 0.0 0.0 0.40
H -6.3057 3.1441 -0.7867 0.0 0.0 0.0 0.33
H -3.2502 3.3270 -1.0124 0.1 0.0 0.0 0.40
H -4.1137 1.8814 -0.5359 0.0 0.0 0.0 0.31
H -6.0297 3.5908 1.3772 0.0 0.0 0.0 0.31
H -4.8247 3.5656 2.6518 0.0 0.0 0.0 0.32
H -5.5852 1.1256 0.9521 -0.1 0.0 0.0 0.27
H -6.0915 1.4398 2.6088 0.0 0.0 0.0 0.39
H -4.3831 1.1516 2.2423 0.0 0.0 0.0 0.28
C 4.5008 -1.4077 -3.9096 -0.1 0.0 0.0 -1.10
C 4.3917 -1.0394 -2.4399 0.1 0.0 0.0 -0.35
O 3.0979 -1.2157 -1.8934 -0.1 0.1 0.1 -0.39
C 2.5718 -2.5301 -1.9251 0.0 -0.1 0.0 -0.31
C 3.4046 -3.5497 -1.1664 0.1 0.1 0.0 -0.95
H 3.7897 -0.8303 -4.5013 0.0 0.0 0.0 0.30
H 5.5075 -1.1971 -4.2712 0.0 0.0 0.0 0.39
H 4.3015 -2.4659 -4.0838 0.0 0.0 0.0 0.26
H 4.6086 0.0211 -2.3119 0.0 0.0 0.0 0.35
H 5.1365 -1.5876 -1.8512 0.0 0.0 0.0 0.32
H 2.4125 -2.8567 -2.9592 0.0 0.0 0.0 0.32
H 1.5856 -2.4509 -1.4657 0.0 0.0 0.0 0.29
H 4.3989 -3.6728 -1.5974 0.0 0.0 0.0 0.41
H 2.9108 -4.5220 -1.1887 0.0 0.0 0.0 0.25
H 3.5258 -3.2457 -0.1253 0.0 0.0 0.0 0.17
C 0.6423 -4.7937 1.2171 0.1 0.0 -0.1 -0.72
C -0.8152 -4.9227 0.8118 0.0 0.0 0.1 -0.41
O -1.0461 -4.7501 -0.5744 -0.1 0.1 0.0 -0.46
C -0.3904 -5.6615 -1.4356 0.1 0.0 -0.1 0.26
C -0.7585 -7.1169 -1.2031 -0.1 0.0 0.1 -1.22
H 1.0360 -3.8230 0.9102 0.0 0.0 0.0 -0.04
H 0.7414 -4.8827 2.2992 0.0 0.0 0.0 0.45
H 1.2663 -5.5645 0.7623 0.0 0.0 0.0 0.31
H -1.3994 -4.1389 1.2942 0.0 0.0 0.0 0.35
H -1.2256 -5.8790 1.1565 0.0 0.0 0.0 0.29
H 0.6971 -5.5294 -1.3795 0.0 0.0 0.0 -0.21
H -0.6912 -5.3643 -2.4401 0.0 0.0 0.0 0.40
H -0.4638 -7.4625 -0.2116 0.1 0.0 0.0 0.28
H -0.2567 -7.7485 -1.9366 0.0 0.0 0.0 0.44
H -1.8354 -7.2579 -1.3018 0.0 0.0 0.0 0.29

***

3.
72
Properties=species:S:1:pos:R:3:forces:R:3:mulliken_charge:R:1 method="wB97M-V/def2-TZVPD" spin_multiplicity=1 lumo_ev=-0.74 orbital_gap_ha=0.23230 energy_ev=-72385.6141
N -0.2235 -2.5265 -2.9642 -1.1 1.2 -1.0 -0.11
H 0.0158 -1.5293 -3.0062 0.9 1.0 0.1 0.20
H 0.1565 -2.9366 -2.0922 0.7 -0.9 0.9 0.04
H 0.0919 -2.9250 -3.8404 0.2 -0.4 0.2 0.39
H -1.2369 -2.4916 -2.9508 -0.1 -0.5 0.1 0.37
N 1.8077 -0.6875 0.0193 1.0 0.1 -0.7 0.32
H 1.1729 -0.3560 0.7504 -0.4 0.5 0.2 -0.06
H 2.7684 -0.4409 0.2974 -0.1 -0.5 0.8 0.26
H 1.7803 -0.1558 -0.8520 -1.0 0.1 -0.4 0.14
H 1.7190 -1.6784 -0.1945 0.0 -0.4 0.2 0.19
C -1.6038 -2.3356 2.3026 -0.6 -0.2 0.1 -1.32
C -2.3941 -3.0071 1.1935 -0.6 -0.2 -0.1 0.15
C -3.6870 -3.5958 1.7807 -0.1 -0.5 -0.8 -0.99
N -4.8973 -3.6490 0.8352 -1.3 -0.7 -0.1 0.13
C -5.2550 -2.2338 0.4663 -0.9 -0.2 0.8 -1.00
C -6.0682 -4.2708 1.6355 1.1 0.4 1.1 -0.62
C -7.0840 -4.8401 0.6921 0.0 -0.7 0.5 -0.66
C -6.3538 -4.9725 -0.6469 -1.2 1.1 -0.6 -0.63
C -4.9144 -4.5743 -0.4228 1.7 0.9 0.4 -0.54
H -1.7940 -2.9835 3.1620 0.8 0.1 0.3 0.35
H -1.9864 -1.3549 2.5846 0.2 0.1 -0.2 0.37
H -0.5548 -2.2839 2.0214 0.0 0.1 0.3 0.29
H -1.7805 -3.8336 0.8324 -0.1 0.0 -0.3 0.30
H -2.6142 -2.3539 0.3476 0.2 0.1 0.0 0.11
H -4.1510 -3.0778 2.6203 0.6 0.4 0.1 0.47
H -3.4639 -4.6091 2.1164 -0.3 -0.1 -0.1 0.42
H -4.5919 -1.7811 -0.2647 -0.1 -0.3 0.0 0.36
H -5.2608 -1.6416 1.3818 0.5 0.0 0.0 0.37
H -6.3128 -2.2192 0.2023 0.2 -0.1 -0.7 0.45
H -6.4394 -3.5499 2.3641 0.0 0.3 -0.3 0.47
H -5.6298 -5.0429 2.2682 0.2 -0.1 -0.3 0.38
H -8.0072 -4.2657 0.7471 0.1 0.0 -0.7 0.35
H -7.3261 -5.8491 1.0264 -0.2 0.1 0.2 0.31
H -6.7796 -4.2285 -1.3233 0.0 0.0 -0.1 0.29
H -6.5970 -5.9169 -1.1293 0.7 -0.2 0.1 0.43
H -4.5148 -3.9662 -1.2336 -0.1 0.0 -0.1 0.33
H -4.1440 -5.3280 -0.2611 -0.4 -0.4 0.3 0.42
C 2.3542 4.2735 2.9887 -1.2 0.6 0.1 -1.35
C 3.1807 4.4783 1.7281 1.7 -0.8 1.7 -0.17
C 2.4356 4.0589 0.4933 1.1 -0.3 -0.2 -0.61
N 3.3236 4.0202 -0.7579 0.5 0.0 -0.6 0.62
C 4.2535 2.8236 -0.8242 -0.7 -0.5 1.2 -1.00
C 4.2710 5.1812 -0.8456 -1.4 1.9 -1.2 -0.72
C 4.4209 5.4589 -2.3767 1.1 -0.1 2.2 -0.73
C 3.0262 5.1838 -2.8665 0.4 1.1 -1.2 -0.51
C 2.4698 4.0762 -2.0188 -0.1 -0.9 -1.0 -0.39
H 2.7429 4.8103 3.8543 0.4 -0.1 -0.1 0.38
H 2.1125 3.2554 3.2911 0.2 -0.1 -0.4 0.26
H 1.3987 4.7676 2.7870 -0.3 -0.1 0.2 0.33
H 4.1172 3.9368 1.8932 -0.1 -0.5 -0.4 0.30
H 3.5566 5.5013 1.7950 -0.5 0.3 -0.8 0.32
H 1.6433 4.8016 0.3991 -0.2 -0.3 -0.8 0.37
H 2.0734 3.0306 0.5227 -0.5 0.2 0.6 0.27
H 4.7141 2.8350 0.1622 0.5 -0.3 -0.3 0.44
H 4.9650 2.9076 -1.6413 -0.1 0.3 0.1 0.29
H 3.7411 1.8680 -0.9055 -0.3 0.3 -0.2 0.15
H 5.2187 5.1435 -0.3156 -0.3 -0.7 0.2 0.23
H 3.6558 5.9859 -0.4372 0.4 0.4 0.1 0.49
H 5.2433 4.8229 -2.7073 -0.5 -0.3 -0.6 0.37
H 4.8247 6.4648 -2.4931 -0.4 0.2 -0.2 0.44
H 3.0564 5.0351 -3.9464 -0.3 -0.6 0.1 0.37
H 2.3989 6.0709 -2.7590 0.2 0.2 0.2 0.28
H 2.5231 3.1018 -2.5042 0.3 -0.1 0.1 0.04
H 1.3956 4.2180 -1.9101 0.2 0.0 1.0 0.36
Cl 0.9648 -3.8377 -0.4714 -0.6 0.2 -0.3 -0.78
Cl 1.1110 0.5402 -2.9891 -0.3 -0.3 0.0 -0.92
Cl 0.3599 0.9726 2.2497 -0.1 0.0 -0.1 -0.85
B 4.9686 -0.4642 -0.0159 0.3 -0.9 1.4 0.52
F 6.2352 -0.2602 0.5241 0.2 0.2 -0.6 -0.37
F 4.8109 -0.2205 -1.3545 0.4 0.4 -0.9 -0.39
F 4.5108 -1.7417 0.3024 0.1 -0.7 -0.2 -0.36
F 4.0756 0.3925 0.6836 -0.2 1.2 0.5 -0.42